This record from the Open Molecules 2025 dataset describes C3H7N2 as an isolated structure in a non-equilibrium geometry. The level of theory is ωB97M-V with the def2-TZVPD basis set.

Values from the calculation:
* total charge: +1
* E_HOMO: -0.5678 Ha
* strongest force on any atom: 0.0733 hartree/bohr
* LUMO energy: -3.36 eV
* Kohn-Sham gap: 12.09 eV

Each line ends with the Mulliken charge.
Positions of all 12 atoms, in Å:
C -0.16541 -0.33607 0.51063  0.351
C -0.25086 -0.34664 -1.00661  -0.420
C 0.51939 1.01349 -0.86347  -0.456
N 0.48485 0.80686 0.59557  -0.178
N -0.55903 -1.19578 1.38644  -0.348
H 0.38930 -1.13593 -1.38763  0.280
H -1.22511 -0.27192 -1.50780  0.310
H 1.53839 0.96990 -1.34077  0.242
H 0.06076 1.92521 -1.15075  0.357
H 0.67248 1.68322 1.10186  0.317
H -1.05419 -2.08533 1.23619  0.270
H -0.41057 -1.02700 2.42634  0.273